{"formula": "C5H8N2", "method": "ωB97M-V/def2-TZVPD", "energy_ev": -8294.29887, "de_lowest_kj_mol": 67.3, "homo_lumo_gap_ev": 9.37, "elements": ["C", "C", "C", "C", "N", "C", "N", "H", "H", "H", "H", "H", "H", "H", "H"], "positions_angstrom": [[2.20624, -0.43212, 0.26487], [0.98727, 0.25935, -0.33375], [-0.21290, -0.59725, -0.60057], [-1.29052, 0.04818, -0.11624], [-2.64570, -0.25167, -0.19313], [-0.76816, 1.27872, 0.50540], [0.50445, 1.40565, 0.43860], [1.97502, -0.89662, 1.22607], [2.55166, -1.21337, -0.42100], [3.02520, 0.27878, 0.40897], [1.31041, 0.71440, -1.28007], [-0.18306, -1.54421, -1.12338], [-3.19335, 0.10523, 0.57756], [-2.84598, -1.22962, -0.35239], [-1.40449, 2.03629, 0.96741]]}